Formula: C9H15N3
Source: the Open Molecules 2025 dataset
Level of theory: ωB97M-V with the def2-TZVPD basis set

The geometry in XYZ format:
```
27
Properties=species:S:1:pos:R:3
N -1.378 -1.927 -0.409
N -3.250 1.779 1.108
N -2.141 -0.875 -0.098
C -3.540 -1.201 -0.094
C -0.066 -1.701 -0.389
C 2.758 -0.936 0.711
C 1.607 1.379 0.760
C -1.724 0.330 0.118
C 2.479 0.443 -1.478
C 0.562 -0.544 -0.298
C 1.862 0.072 -0.059
C -2.229 1.550 0.332
H 2.598 1.907 0.945
H 3.581 0.468 -1.569
H -3.502 2.832 1.004
H 1.172 1.021 1.618
H 2.242 -1.473 1.485
H 3.042 -1.725 0.129
H 3.695 -0.476 0.891
H 2.190 -0.243 -2.200
H -4.224 -0.333 0.071
H -3.672 -1.986 0.694
H 2.250 1.463 -1.774
H -1.584 2.462 0.133
H 0.833 1.826 0.212
H -3.983 -1.504 -1.070
H 0.421 -2.608 -0.774
```

The LUMO energy comes out at -0.013 Ha. The total energy is -515.9237 Eh. The value obtained for the HOMO energy is -7.53 eV. For the orbital gap, the calculation gives 0.26336 Eh. The value obtained for the largest force on an atom is 7.8 eV/Å. Its charge is 0.

Formula: C9H15N3
Source: the Open Molecules 2025 dataset
Level of theory: ωB97M-V with the def2-TZVPD basis set

The geometry in XYZ format:
```
27
Properties=species:S:1:pos:R:3
N -3.188 1.479 0.051
N -2.177 2.012 0.621
N -2.988 0.150 -0.094
C -0.036 0.898 0.209
C 2.289 1.190 1.058
C -0.421 -0.483 -0.154
C 1.864 1.384 -1.494
C -1.223 1.119 0.755
C -1.790 -0.270 0.619
C 1.279 1.596 -0.037
C 0.435 -1.692 0.151
C -4.091 -0.733 -0.399
H 0.987 1.598 -2.031
H 1.878 1.595 1.989
H 2.680 0.240 0.958
H -4.239 -1.312 0.478
H 1.344 -1.702 -0.432
H 2.268 0.424 -1.714
H -3.809 -1.378 -1.195
H 2.574 2.093 -1.758
H -1.890 -1.022 1.353
H -0.039 -2.584 -0.130
H -0.834 -0.449 -1.191
H 3.157 1.911 1.067
H 0.927 2.741 0.058
H 0.790 -1.538 1.079
H -4.965 -0.198 -0.529
```

The LUMO energy comes out at 0.026 Ha. The total energy is -516.0103 Eh. The value obtained for the HOMO energy is -7.90 eV. For the orbital gap, the calculation gives 0.31626 Eh. The value obtained for the largest force on an atom is 5.0 eV/Å. Its charge is 0.

Formula: C9H15N3
Source: the Open Molecules 2025 dataset
Level of theory: ωB97M-V with the def2-TZVPD basis set

The geometry in XYZ format:
```
27
Properties=species:S:1:pos:R:3
N 1.480 1.076 -0.379
N -0.833 0.246 -0.776
N -3.867 -1.163 -0.039
C 4.286 -1.589 0.162
C 0.060 1.246 -0.433
C 3.360 -0.460 0.558
C -4.937 -2.028 -0.118
C -3.039 -0.335 -0.169
C -2.048 0.604 -0.366
C -0.553 2.441 0.021
C 2.263 -0.135 -0.534
C -2.041 1.993 0.335
H 5.190 -1.343 -0.449
H 1.962 1.811 0.125
H -2.244 1.933 1.463
H 1.731 -0.955 -0.726
H 2.825 0.147 -1.422
H -5.806 -1.685 0.411
H -2.845 2.641 -0.094
H 4.855 -2.047 0.996
H 3.891 -2.490 -0.402
H 2.906 -0.940 1.377
H 3.955 0.360 0.873
H -5.181 -2.299 -1.153
H -0.169 2.693 0.996
H -0.502 3.352 -0.564
H -4.699 -3.076 0.307
```

The LUMO energy (alpha / beta) comes out at -0.391 / -0.391 Ha. The total energy is -515.4509 Eh. The value obtained for the HOMO energy (alpha / beta) is -16.92 / -16.92 eV. For the orbital gap (alpha / beta), the calculation gives 0.23051 / 0.23048 Eh. The value obtained for the largest force on an atom is 6.9 eV/Å. Its charge is +2.

Formula: C9H15N3O
Source: the Open Molecules 2025 dataset
Level of theory: ωB97M-V with the def2-TZVPD basis set

The geometry in XYZ format:
```
28
Properties=species:S:1:pos:R:3
O 0.959 2.386 -0.239
N -1.707 1.737 -0.389
N 2.477 -2.005 -0.853
N -1.868 -1.754 0.480
C 1.244 1.084 -0.757
C 0.490 -1.058 0.404
C -2.187 -0.588 0.066
C 0.140 0.127 -0.198
C 1.323 2.375 1.232
C -1.217 0.422 -0.246
C 1.869 -1.677 0.360
C -0.542 -2.067 0.522
C -3.737 -0.284 -0.164
H -4.626 0.129 0.853
H -3.662 0.364 -1.127
H -2.049 1.655 -1.812
H 1.966 -2.591 0.939
H 3.434 -2.529 -0.846
H 2.810 -1.312 -1.605
H 2.251 0.636 -0.491
H 1.152 3.401 1.598
H 2.379 -0.993 1.097
H 0.604 1.720 1.604
H -0.037 -2.933 0.797
H -0.626 2.351 -0.216
H -4.369 -1.493 -0.565
H 2.283 1.842 1.458
H 1.245 1.056 -1.901
```

The LUMO energy comes out at 0.016 Ha. The total energy is -591.1509 Eh. The value obtained for the HOMO energy is -8.05 eV. For the orbital gap, the calculation gives 0.31170 Eh. The value obtained for the largest force on an atom is 6.2 eV/Å. Its charge is 0.

Formula: C9H15N3O2
Source: the Open Molecules 2025 dataset
Level of theory: ωB97M-V with the def2-TZVPD basis set

The geometry in XYZ format:
```
29
Properties=species:S:1:pos:R:3
O -0.606 3.930 -1.409
O -1.096 3.143 0.474
N -0.547 2.998 -0.614
N 0.053 0.217 -0.214
N 1.773 0.468 -1.730
C -2.281 0.431 0.723
C -0.901 -0.235 0.897
C 1.152 1.661 -1.836
C 1.156 -0.247 -0.835
C 1.795 -1.540 -0.663
C -0.131 0.128 2.132
C -1.108 -1.803 0.850
C 0.080 1.848 -1.068
C 1.492 2.637 -2.980
H 2.857 -1.477 -1.187
H 2.580 2.969 -2.704
H 0.068 1.140 2.136
H -1.559 -2.066 -0.089
H -2.469 0.455 -0.349
H 1.500 2.000 -3.918
H -2.960 -0.109 1.475
H -0.118 -2.327 1.065
H -0.490 -0.111 3.121
H -1.927 -2.045 1.621
H -2.219 1.402 1.160
H 1.272 -2.394 -1.077
H 0.656 3.432 -2.942
H 1.854 -1.481 0.498
H 0.834 -0.505 2.245
```

The LUMO energy comes out at -0.012 Ha. The total energy is -666.4628 Eh. The value obtained for the HOMO energy is -9.47 eV. For the orbital gap, the calculation gives 0.33640 Eh. The value obtained for the largest force on an atom is 5.8 eV/Å. Its charge is 0.

Formula: C9H15N3O6
Source: the Open Molecules 2025 dataset
Level of theory: ωB97M-V with the def2-TZVPD basis set

The geometry in XYZ format:
```
33
Properties=species:S:1:pos:R:3
O 1.385 -0.330 -3.867
O -1.868 -1.457 0.507
O -1.135 -2.801 -1.177
O 1.359 -2.404 -4.835
O -2.393 1.591 4.442
O 0.700 -0.304 1.333
N -0.116 3.034 0.578
N -0.265 0.515 -0.481
N -0.181 0.955 4.269
C -0.145 -0.732 -1.086
C 1.247 -1.582 -3.756
C 1.343 -1.074 -1.284
C -1.133 -1.640 -0.461
C -1.323 1.480 3.731
C 0.119 0.590 0.801
C -0.181 1.799 1.580
C -1.495 1.889 2.356
C 1.160 -2.197 -2.417
H 2.083 -2.809 -2.322
H 0.665 0.805 3.590
H 0.874 1.965 1.923
H 1.898 -1.676 -5.707
H -1.919 2.894 2.383
H -2.116 1.031 1.902
H -0.156 0.668 5.128
H 0.852 2.862 0.220
H 0.535 -2.955 -2.104
H -0.523 -0.408 -2.103
H -0.360 4.014 0.989
H 1.704 -0.097 -1.795
H 2.034 -1.273 -0.413
H -1.823 -3.666 -0.986
H -0.824 1.314 -0.940
```

The LUMO energy comes out at 0.001 Ha. The total energy is -967.5333 Eh. The value obtained for the HOMO energy is -9.21 eV. For the orbital gap, the calculation gives 0.33906 Eh. The value obtained for the largest force on an atom is 9.6 eV/Å. Its charge is 0.